Entry 1:
DFT (wB97M-V/def2-TZVPD) results for C31H20AgCl5N3O3PS2 as an isolated structure.

Values from the calculation:
2S+1: 1
Orbital gap, eV: 6.83
Total charge: -2
Energy above the lowest of the compared OMol25 structures with the same formula, charge and spin, kcal per mole: 0.0
HOMO energy, eV: -2.86
Strongest force on any atom, eV Å⁻¹: 0.62

Atoms and positions in Å:
Ag 0.24 -0.32 -0.47
O 0.09 3.69 -3.18
C -0.66 4.51 -2.43
C -1.01 5.77 -2.94
C -1.78 6.64 -2.20
C -2.22 6.28 -0.92
C -1.87 5.04 -0.42
C -1.10 4.14 -1.15
C -0.72 2.79 -0.60
O 0.03 2.07 -1.34
N -1.19 2.51 0.60
N -0.91 1.22 0.95
C -0.87 0.95 2.19
C -0.58 -0.43 2.64
C -0.29 -0.66 3.99
C 0.09 -1.93 4.38
C 0.14 -2.94 3.44
C -0.18 -2.63 2.13
N -0.53 -1.41 1.73
H 0.21 2.88 -2.61
H -0.66 6.02 -3.93
H -2.04 7.60 -2.61
H -2.82 6.96 -0.34
H -2.19 4.72 0.57
H -0.99 1.73 2.94
H -0.29 0.17 4.68
H 0.37 -2.12 5.41
H 0.46 -3.94 3.70
H -0.13 -3.37 1.34
Cl 1.76 -3.31 -7.28
C 1.09 -2.91 -5.73
C 1.75 -2.03 -4.87
Cl 3.26 -1.33 -5.37
C 1.23 -1.71 -3.64
Cl 2.07 -0.63 -2.57
C -0.02 -2.24 -3.15
O -0.53 -1.97 -2.04
C -0.65 -3.15 -4.07
Cl -2.15 -3.84 -3.55
C -0.11 -3.46 -5.31
Cl -0.95 -4.57 -6.35
S 2.78 1.53 4.04
P 3.50 0.14 2.82
S 2.59 -0.35 1.13
C 5.25 0.57 2.45
C 5.71 0.71 1.15
C 7.03 1.06 0.90
C 7.91 1.25 1.96
C 7.46 1.11 3.27
C 6.14 0.78 3.51
C 3.76 -1.42 3.77
C 4.29 -2.54 3.13
C 4.47 -3.73 3.82
C 4.12 -3.82 5.16
C 3.59 -2.71 5.81
C 3.41 -1.52 5.12
H 5.01 0.54 0.34
H 7.37 1.17 -0.12
H 8.95 1.52 1.76
H 8.14 1.26 4.10
H 5.78 0.69 4.53
H 4.52 -2.48 2.08
H 4.88 -4.59 3.30
H 4.25 -4.75 5.70
H 3.31 -2.78 6.85
H 3.00 -0.64 5.60

Entry 2:
DFT (wB97M-V/def2-TZVPD) results for C31H20BaBr2N7O2S2 as an isolated structure at a distorted geometry.

Values from the calculation:
2S+1: 1
Orbital gap, eV: 5.36
Total charge: -1
Energy above the lowest of the compared OMol25 structures with the same formula, charge and spin, kcal per mole: 18.3
HOMO energy, eV: -3.90
Strongest force on any atom, eV Å⁻¹: 3.60

Atoms and positions in Å:
Ba -0.36 0.84 -0.31
S -2.26 2.69 1.08
C -2.20 1.86 2.58
C -3.40 1.73 3.27
C -3.48 1.06 4.49
C -4.72 0.93 5.14
N -5.75 0.82 5.65
C -2.31 0.52 5.07
C -1.10 0.67 4.39
C -1.02 1.32 3.16
S 0.54 1.46 2.45
C -2.39 -0.20 6.27
N -2.48 -0.83 7.23
H -4.30 2.17 2.84
H -0.19 0.29 4.84
Br 3.49 -0.68 6.99
C 2.94 -1.09 5.22
C 2.34 -2.31 4.97
C 1.98 -2.63 3.67
C 2.21 -1.72 2.63
C 2.80 -0.48 2.92
C 3.18 -0.18 4.21
N 1.86 -1.95 1.33
C 2.08 -3.04 0.72
C 1.69 -3.22 -0.67
C 2.10 -4.37 -1.36
C 1.72 -4.52 -2.69
C 0.96 -3.53 -3.28
C 0.62 -2.41 -2.52
N 0.98 -2.26 -1.26
H 2.16 -3.01 5.77
H 1.48 -3.56 3.47
H 2.98 0.20 2.11
H 3.64 0.77 4.43
H 2.61 -3.88 1.19
H 2.70 -5.12 -0.87
H 2.03 -5.40 -3.25
H 0.64 -3.61 -4.31
H 0.04 -1.60 -2.95
O -2.50 -0.04 -1.29
N -2.68 0.27 -2.51
N -1.67 0.74 -3.12
O -0.50 0.90 -2.56
C -1.82 1.09 -4.46
C -0.68 1.20 -5.26
C -0.80 1.55 -6.59
C -2.05 1.80 -7.13
C -3.19 1.69 -6.33
C -3.08 1.34 -5.00
H 0.28 1.00 -4.81
H 0.08 1.61 -7.20
H -2.15 2.09 -8.17
H -4.16 1.89 -6.75
H -3.95 1.25 -4.37
Br -1.10 -3.91 1.94
C -2.51 -2.82 1.29
C -3.17 -1.98 2.16
C -4.26 -1.29 1.64
C -4.59 -1.46 0.31
C -3.81 -2.30 -0.47
N -2.80 -2.99 0.02
H -2.86 -1.88 3.19
H -4.84 -0.64 2.28
H -5.43 -0.94 -0.12
H -4.01 -2.45 -1.52

LUMO / eV: 3.976 1.460
Molecular weight / g/mol: 862.760 883.818
Calculated total energy / a.u.: -5169.163833 -7697.048734